Entry 1:
Below is a molecular structure, C34H84Li2N11O10 at a distorted geometry, with properties calculated with ωB97M-V/def2-TZVPD.

Properties
- HOMO level (eV) = -9.241
- LUMO level (eV) = -3.8
- HOMO-LUMO gap (Ha) = 0.2015

```
! RIJCOSX wB97M-V def2-TZVPD def2/J DEFGRID3
* xyz 1 1
Li -11.227 22.129 -0.280
Li -11.111 19.176 -0.390
C -10.320 21.010 -3.928
C -9.677 21.525 -2.637
C -10.127 23.014 -2.463
O -10.275 20.790 -1.584
H -10.049 19.974 -4.130
H -9.931 21.531 -4.803
H -11.402 21.106 -3.836
H -8.588 21.486 -2.597
H -9.764 23.467 -3.386
H -9.505 23.591 -1.779
H -11.210 23.119 -2.391
C -8.219 19.738 -7.799
O -7.215 19.705 -8.431
N -8.324 20.397 -6.623
N -9.358 19.150 -8.096
H -7.556 21.037 -6.476
H -9.147 20.396 -6.038
H -10.101 19.260 -7.421
H -9.412 18.357 -8.719
C -12.401 19.682 -7.148
O -12.572 18.614 -6.629
N -12.315 19.834 -8.444
N -12.259 20.745 -6.447
H -12.043 20.717 -8.853
H -12.544 19.082 -9.077
H -12.578 21.629 -6.815
H -12.033 20.624 -5.470
C -5.792 19.327 -2.850
O -6.216 19.526 -3.977
N -4.783 18.548 -2.476
N -6.275 20.071 -1.919
H -4.482 18.623 -1.515
H -4.316 17.762 -2.904
H -5.876 19.898 -1.007
H -7.170 20.446 -2.199
C -13.143 18.795 -3.108
O -12.969 19.069 -1.969
N -14.245 19.124 -3.775
N -12.368 18.109 -3.815
H -14.901 19.701 -3.268
H -14.399 18.657 -4.657
H -11.517 17.649 -3.527
H -12.593 18.020 -4.796
C -5.967 27.635 -1.385
C -7.104 26.720 -0.825
C -6.522 25.302 -0.466
C -5.782 25.344 0.845
C -6.629 25.908 1.992
C -7.029 27.390 1.682
N -7.615 27.407 0.313
O -8.120 28.632 -0.018
C -8.085 27.919 2.705
C -5.758 28.307 1.841
C -8.260 26.616 -1.889
H -6.084 27.517 -2.463
H -4.937 27.377 -1.140
H -6.221 28.680 -1.210
H -7.378 24.639 -0.344
H -5.873 24.995 -1.286
H -4.770 25.737 0.745
H -5.639 24.315 1.175
H -6.038 26.140 2.878
H -7.410 25.198 2.262
H -8.200 28.994 2.567
H -8.988 27.309 2.701
H -7.775 27.925 3.750
H -5.925 29.170 1.197
H -5.560 28.652 2.856
H -4.864 27.908 1.363
H -8.483 27.601 -2.297
H -9.199 26.499 -1.348
H -8.205 25.878 -2.690
H -9.042 28.506 0.219
C -11.685 28.538 -3.519
C -12.882 27.906 -2.855
C -13.360 28.861 -1.764
C -14.097 30.093 -2.293
C -15.354 29.634 -3.088
C -15.002 28.610 -4.225
N -13.988 27.626 -3.835
O -13.710 26.567 -4.873
C -16.347 27.842 -4.521
C -14.431 29.360 -5.484
C -12.397 26.681 -2.125
H -10.733 28.286 -3.053
H -11.676 29.627 -3.486
H -11.534 28.015 -4.464
H -13.986 28.434 -0.980
H -12.479 29.202 -1.220
H -13.513 30.825 -2.850
H -14.459 30.507 -1.352
H -15.685 30.520 -3.631
H -16.188 29.372 -2.437
H -16.340 27.019 -5.235
H -16.777 27.252 -3.711
H -17.118 28.581 -4.736
H -13.627 30.066 -5.275
H -14.068 28.654 -6.231
H -15.069 30.068 -6.014
H -12.124 25.817 -2.731
H -13.193 26.384 -1.443
H -11.468 26.881 -1.591
H -13.069 27.098 -5.352
C -5.429 25.587 -5.322
C -5.888 24.267 -6.080
C -7.395 24.185 -6.379
C -7.895 25.090 -7.403
C -7.209 24.766 -8.699
C -5.690 24.834 -8.642
N -5.177 24.225 -7.406
O -3.775 24.231 -7.314
C -5.240 24.021 -9.818
C -5.341 26.292 -8.887
C -5.498 23.100 -5.213
H -5.932 26.475 -5.705
H -4.342 25.665 -5.348
H -5.658 25.559 -4.256
H -7.608 23.132 -6.565
H -7.866 24.424 -5.425
H -7.685 26.084 -7.008
H -8.971 24.978 -7.536
H -7.617 25.554 -9.332
H -7.606 23.789 -8.975
H -5.251 22.937 -9.704
H -5.771 24.271 -10.736
H -4.264 24.399 -10.122
H -5.929 26.809 -9.645
H -5.240 26.839 -7.950
H -4.334 26.527 -9.233
H -5.804 23.267 -4.180
H -4.410 23.140 -5.255
H -5.797 22.118 -5.579
H -3.509 23.319 -7.450
O -10.875 23.911 0.427
H -11.407 24.179 1.177
H -9.973 23.949 0.747
O -13.167 21.821 -0.662
H -13.872 21.616 -0.048
H -12.892 20.971 -1.004
*
```

=====

Entry 2:
Below is a molecular structure, C34H85Hg2O17 at a distorted geometry, with properties calculated with ωB97M-V/def2-TZVPD.

Properties
- HOMO level (eV) = -13.946
- LUMO level (eV) = -9.0
- HOMO-LUMO gap (Ha) = 0.1819

```
! RIJCOSX wB97M-V def2-TZVPD def2/J DEFGRID3
* xyz 3 1
Hg -2.490 1.335 2.179
Hg 1.001 -0.546 3.026
C 1.433 0.161 0.312
C -0.039 0.420 0.488
O -0.498 0.197 1.823
H 1.635 -0.892 0.562
H 2.112 0.813 0.871
H 1.747 0.227 -0.732
H -0.573 -0.270 -0.159
H -0.327 1.431 0.227
C 3.796 -1.839 -1.663
O 3.759 -2.342 -2.990
C 4.361 -1.457 -3.943
C 4.224 -1.987 -5.330
O 4.196 -0.906 -6.269
C 4.567 -1.401 -7.526
H 3.775 -0.759 -1.601
H 4.681 -2.230 -1.152
H 2.896 -2.204 -1.108
H 5.393 -1.246 -3.668
H 3.853 -0.506 -3.945
H 3.258 -2.430 -5.354
H 5.046 -2.636 -5.542
H 4.437 -0.695 -8.336
H 3.864 -2.265 -7.695
H 5.618 -1.811 -7.447
C -3.130 0.883 5.781
O -3.475 0.639 4.378
C -4.856 0.264 4.158
C -5.597 1.487 3.614
O -4.766 2.012 2.511
C -5.389 3.255 2.037
H -4.080 1.287 6.282
H -2.352 1.658 5.804
H -2.828 0.007 6.336
H -5.247 -0.151 5.070
H -4.845 -0.469 3.375
H -5.540 2.286 4.394
H -6.592 1.224 3.307
H -5.747 3.756 2.923
H -6.237 3.021 1.370
H -4.646 3.782 1.424
C 3.580 2.391 -2.163
O 3.219 2.322 -3.554
C 4.373 2.348 -4.461
C 3.840 3.033 -5.699
O 3.522 4.406 -5.463
C 3.343 5.105 -6.662
H 4.090 1.488 -1.820
H 2.596 2.484 -1.661
H 4.231 3.270 -1.967
H 4.530 1.323 -4.740
H 5.253 2.806 -4.019
H 2.974 2.485 -6.081
H 4.653 3.024 -6.472
H 4.261 5.140 -7.259
H 3.193 6.150 -6.405
H 2.525 4.638 -7.247
C -0.046 -1.855 6.337
O 0.884 -1.240 5.442
C 2.243 -1.320 5.928
C 3.050 -0.333 5.225
O 3.033 -0.739 3.823
C 4.052 -0.052 3.079
H -1.064 -1.819 5.935
H 0.064 -1.396 7.339
H 0.167 -2.919 6.508
H 2.582 -2.356 5.675
H 2.254 -1.173 6.991
H 4.093 -0.234 5.553
H 2.580 0.640 5.382
H 3.863 1.020 3.099
H 4.058 -0.463 2.063
H 5.006 -0.161 3.655
C -0.229 -3.738 3.221
O 0.721 -3.001 2.447
C 1.707 -3.755 1.726
C 1.282 -4.481 0.463
O 0.006 -5.094 0.601
C 0.010 -6.353 1.303
H -0.525 -3.038 4.011
H 0.275 -4.608 3.702
H -1.121 -4.086 2.712
H 2.156 -4.388 2.454
H 2.438 -3.000 1.458
H 2.059 -5.189 0.234
H 1.182 -3.786 -0.360
H -0.619 -7.005 0.733
H -0.516 -6.186 2.243
H 0.976 -6.821 1.383
C -3.465 -5.406 0.523
O -3.085 -4.107 0.116
C -3.953 -3.130 0.690
C -3.097 -1.876 0.726
O -3.789 -0.638 1.062
C -4.830 -0.283 0.170
H -2.803 -6.062 -0.072
H -4.481 -5.573 0.199
H -3.277 -5.611 1.549
H -4.239 -3.425 1.729
H -4.875 -3.003 0.087
H -2.696 -1.787 -0.272
H -2.265 -2.040 1.431
H -4.401 -0.128 -0.835
H -5.320 0.643 0.541
H -5.553 -1.037 0.085
C 0.181 3.430 4.165
O -0.840 3.115 3.214
C -1.227 4.288 2.451
C -1.307 4.008 0.950
O -2.168 2.917 0.614
C -2.540 2.814 -0.790
H -0.225 4.302 4.712
H 1.164 3.539 3.709
H 0.201 2.587 4.856
H -0.479 5.040 2.623
H -2.213 4.600 2.861
H -0.320 3.894 0.518
H -1.696 4.946 0.563
H -2.620 1.761 -1.033
H -1.732 3.074 -1.479
H -3.393 3.414 -1.028
C -1.671 -1.243 -3.762
O -1.143 -0.118 -2.997
C -0.369 0.762 -3.828
C -1.071 1.832 -4.610
O -1.630 2.812 -3.726
C -2.199 3.907 -4.447
H -2.400 -0.914 -4.450
H -2.147 -1.847 -2.994
H -0.858 -1.837 -4.278
H 0.339 0.247 -4.488
H 0.304 1.228 -3.137
H -1.799 1.463 -5.341
H -0.332 2.379 -5.203
H -1.361 4.460 -4.854
H -2.719 4.519 -3.724
H -2.807 3.498 -5.276
*
```

=====

Entry 3:
Below is 7 unconnected molecules or ions with the total composition C34H86N9O11P3S4 at a distorted geometry, with properties calculated with ωB97M-V/def2-TZVPD.

Properties
- HOMO level (eV) = -8.396
- LUMO level (eV) = 0.2
- HOMO-LUMO gap (Ha) = 0.3157

```
! RIJCOSX wB97M-V def2-TZVPD def2/J DEFGRID3
* xyz 0 1
O 16.627 19.321 19.527
P 17.026 18.075 18.890
N 18.577 18.244 18.332
C 19.387 17.113 18.001
C 19.043 19.599 17.911
N 16.128 17.532 17.511
C 14.690 17.580 17.657
C 16.633 17.681 16.086
N 16.803 16.818 19.956
C 16.490 15.477 19.617
C 16.919 17.123 21.347
H 20.247 16.978 18.672
H 19.819 17.255 17.013
H 18.826 16.172 18.019
H 18.292 20.008 17.238
H 19.970 19.397 17.377
H 19.247 20.201 18.804
H 14.380 17.456 18.696
H 14.234 18.559 17.347
H 14.242 16.766 17.048
H 16.950 16.725 15.701
H 15.924 18.197 15.480
H 17.525 18.304 16.077
H 17.437 14.938 19.715
H 15.783 15.083 20.367
H 16.047 15.470 18.584
H 17.200 18.148 21.509
H 17.677 16.589 22.003
H 15.930 16.975 21.770
O 14.655 8.254 10.029
P 14.307 9.389 10.877
N 12.978 10.181 10.407
C 11.998 10.829 11.317
C 12.797 10.564 9.039
N 15.580 10.570 10.970
C 15.308 11.929 10.505
C 16.968 10.203 10.950
N 14.013 9.188 12.529
C 15.192 8.939 13.398
C 12.917 8.239 12.813
H 11.067 10.519 10.862
H 12.024 11.912 11.242
H 12.046 10.540 12.353
H 12.869 11.704 8.934
H 11.750 10.306 8.778
H 13.657 10.164 8.439
H 14.209 12.141 10.636
H 15.834 12.676 11.071
H 15.643 12.071 9.442
H 17.404 10.072 9.948
H 17.572 10.978 11.453
H 17.051 9.230 11.353
H 14.877 8.895 14.455
H 15.765 8.032 13.108
H 15.897 9.758 13.298
H 12.245 7.944 11.997
H 12.270 8.477 13.642
H 13.317 7.264 13.107
O 13.291 12.713 18.626
P 13.193 11.300 19.097
N 14.667 10.567 18.915
C 15.868 11.397 19.267
C 14.859 9.159 19.266
N 12.148 10.254 18.386
C 10.744 10.242 18.852
C 12.353 9.506 17.115
N 12.645 11.295 20.752
C 12.595 9.977 21.419
C 13.019 12.318 21.658
H 16.774 10.798 19.065
H 15.821 11.588 20.390
H 15.896 12.306 18.702
H 15.237 8.625 18.448
H 13.906 8.688 19.392
H 15.469 9.027 20.285
H 10.450 9.174 18.999
H 10.630 10.742 19.831
H 10.036 10.618 18.137
H 12.773 8.541 17.341
H 11.400 9.311 16.605
H 13.010 10.075 16.451
H 12.415 9.105 20.735
H 13.549 9.765 21.859
H 11.822 10.015 22.178
H 14.031 12.132 22.053
H 12.238 12.403 22.457
H 13.170 13.236 21.084
C 9.608 14.337 16.875
C 8.209 13.736 16.453
C 8.304 13.334 14.957
S 10.042 12.693 14.834
O 10.834 13.302 13.805
O 9.914 11.252 14.816
C 10.655 13.285 16.390
H 9.613 14.543 17.971
H 9.933 15.259 16.366
H 7.368 14.337 16.575
H 8.069 12.886 17.152
H 8.272 14.165 14.355
H 7.551 12.612 14.590
H 11.635 13.737 16.278
H 10.827 12.387 17.040
C 19.971 13.881 14.016
C 21.032 13.321 14.896
C 20.288 12.319 15.840
S 18.621 13.084 16.038
O 18.427 13.586 17.383
O 17.606 12.228 15.465
C 18.891 14.433 14.904
H 19.541 13.117 13.350
H 20.339 14.654 13.396
H 21.522 14.031 15.476
H 21.839 12.817 14.337
H 20.810 12.251 16.799
H 20.147 11.373 15.406
H 19.321 15.318 15.477
H 17.903 14.639 14.504
C 11.180 14.852 10.644
C 10.947 16.083 11.483
C 11.728 17.268 11.013
S 12.059 16.815 9.310
O 13.241 17.399 8.718
O 10.830 17.009 8.642
C 12.224 15.087 9.537
H 10.202 14.546 10.184
H 11.581 14.122 11.299
H 11.107 15.884 12.518
H 9.861 16.345 11.348
H 12.685 17.435 11.535
H 11.253 18.234 10.975
H 13.207 14.754 9.900
H 12.002 14.837 8.505
C 14.328 12.562 15.303
C 14.476 13.988 15.873
C 13.991 15.011 14.756
S 14.701 14.358 13.289
O 16.123 14.561 13.296
O 13.961 14.718 12.134
C 14.441 12.673 13.720
H 13.334 12.260 15.590
H 15.083 11.815 15.660
H 15.491 14.170 16.143
H 13.937 14.173 16.763
H 14.383 15.988 14.876
H 12.891 15.076 14.680
H 15.353 12.189 13.404
H 13.565 12.202 13.258
*
```

=====

Q: What is the formula in the second record?
A: C34H85Hg2O17

=====

Q: Which of these has the lowest HOMO level?
A: C34H85Hg2O17